Entry from the OMol25 dataset: a cluster of 8 separate species, C35H70N3O9 in total at a distorted geometry (wB97M-V/def2-TZVPD).

## Properties
Strongest force on any atom ... 3.70 eV Å⁻¹
E ... -2216.7048 Ha
Orbital gap ... 8.03 eV
LUMO ... -2.4 eV
HOMO energy ... -10.466 eV

ORCA input file:
```
! RIJCOSX wB97M-V def2-TZVPD def2/J DEFGRID3
* xyz 1 1
H -7.372 3.340 2.213
C 1.346 1.996 -2.044
H 2.137 -6.401 -0.255
H 3.727 8.370 1.947
H 0.689 -7.105 -2.466
H -6.534 2.533 -0.603
H -0.450 5.681 -1.224
H 3.561 -1.423 1.585
H 1.232 2.643 0.034
H 2.265 -11.064 1.327
H 6.837 4.427 0.775
C 6.718 4.821 1.790
H 2.382 1.994 -2.400
H 4.163 -4.834 -0.178
C -2.376 1.989 -2.164
H 1.421 7.579 -1.088
N -1.186 5.091 -0.862
H 3.314 2.881 0.577
C 4.751 -2.794 0.400
C 1.141 -6.102 -0.580
C 5.420 3.498 3.210
C -1.371 3.932 -1.427
C 1.437 1.716 -0.511
H 0.734 0.933 -0.224
C 6.819 2.910 3.178
H 4.422 6.305 0.293
H -3.203 3.541 -1.039
H -1.958 -6.446 0.517
H 3.719 8.591 0.194
H 6.885 2.137 2.408
H 1.284 3.738 -3.280
C 3.837 -4.009 0.455
C 3.480 6.534 0.789
C -7.099 4.943 0.798
H -7.545 5.664 1.481
H 2.939 -4.827 2.277
O 2.378 6.096 -0.038
C -0.562 -11.254 1.111
H -5.285 -0.560 -3.047
C -7.426 3.494 1.132
H 6.871 5.901 1.763
H -3.366 1.795 -2.579
H -1.081 -9.629 2.457
H 1.409 9.151 0.753
H 3.439 5.977 1.726
H 2.081 -11.070 3.092
H 1.162 4.081 -1.575
H -0.616 -9.087 0.831
O 0.934 -9.684 2.068
H 4.647 2.765 2.979
C 3.281 8.022 1.018
H 4.701 -5.011 2.180
H -8.410 3.176 0.793
H 5.256 -1.522 2.102
C 7.651 4.118 2.768
O -5.157 3.627 0.457
C -6.234 -0.189 -2.644
H -5.215 5.125 1.866
H 0.762 -12.946 1.591
C 1.544 -10.978 2.147
C -7.753 -0.389 -4.440
H -6.158 -0.143 -1.556
H 8.612 3.860 2.324
H -7.068 -0.737 -5.217
H 7.115 2.468 4.128
H -2.055 1.018 -1.773
C 0.423 -11.996 2.004
H 5.197 3.943 4.186
C -0.415 -9.826 1.610
C 1.763 8.146 0.981
O 5.381 4.536 2.225
H 0.291 -6.690 1.306
H 0.399 6.697 0.072
H -5.136 5.685 0.182
C -5.579 4.942 0.850
C -6.294 2.750 0.443
H -7.438 5.176 -0.214
H -2.076 3.154 -3.855
H -8.771 -0.586 -4.771
C -1.179 -6.058 -0.141
H 1.343 7.847 1.944
N -2.333 2.999 -1.100
H 0.853 1.187 -2.581
H -0.873 1.795 -3.855
C -7.402 -1.041 -3.112
H -6.040 1.815 0.944
H 1.233 -5.179 -1.159
H 0.267 -4.938 1.067
H -8.387 1.556 -3.712
H -8.239 -0.943 -2.417
C 2.822 1.215 -0.139
H 2.825 -3.727 0.153
H -1.789 5.367 -0.100
H 4.591 -2.162 -0.471
H -0.033 -12.191 2.978
O 4.049 -3.117 2.639
H 0.692 -8.172 -1.049
C 1.392 7.131 -0.089
O 3.247 0.210 -0.535
H -1.522 -5.105 -0.562
H -0.242 -11.322 0.068
C -7.502 1.080 -4.144
N -0.661 3.487 -2.461
C 0.161 -5.899 0.563
H -7.203 1.642 -5.029
C 3.861 -4.352 1.938
C -1.416 2.513 -3.258
H -1.583 -11.625 1.177
C 0.802 3.403 -2.356
H -7.150 -2.097 -3.195
O -6.448 1.132 -3.167
O -0.966 -6.971 -1.224
C 4.417 -2.095 1.705
H 7.837 4.755 3.636
O 3.570 1.953 0.707
C 0.442 -7.167 -1.406
H 5.796 -3.115 0.404
*
```

Entry from the OMol25 dataset: the molecule CH2N4O2 at a distorted geometry (wB97M-V/def2-TZVPD).

## Properties
Strongest force on any atom ... 3.08 eV Å⁻¹
E ... -408.5379 Ha
Orbital gap ... 10.52 eV
LUMO ... 0.4 eV
HOMO energy ... -10.167 eV

ORCA input file:
```
! RIJCOSX wB97M-V def2-TZVPD def2/J DEFGRID3
* xyz 0 1
N -1.599 0.503 -0.274
C -0.559 1.304 0.013
H 2.132 -1.276 0.126
N 0.412 -0.540 -0.121
O 1.373 -1.378 -0.474
N 0.600 0.751 -0.070
O -0.321 -1.034 0.910
H -0.770 2.385 0.108
N -1.268 -0.715 -0.217
*
```

Entry from the OMol25 dataset: a cluster of 6 separate species, C35H72BBrNO8 in total at a distorted geometry (wB97M-V/def2-TZVPD).

## Properties
Strongest force on any atom ... 2.67 eV Å⁻¹
E ... -4632.1184 Ha
Orbital gap ... 7.27 eV
LUMO ... -3.6 eV
HOMO energy ... -10.838 eV

ORCA input file:
```
! RIJCOSX wB97M-V def2-TZVPD def2/J DEFGRID3
* xyz 1 1
O 4.374 -1.710 4.582
O -7.425 -1.400 -1.063
C 8.542 5.084 4.207
C -9.217 0.109 -0.779
H 1.519 -4.525 -1.254
H -4.675 -2.349 -2.127
C 9.882 5.739 3.902
C -4.411 -3.765 -3.719
H -1.456 5.901 -0.002
H 8.504 4.618 5.191
C -3.463 -6.622 -1.012
H 1.758 -2.560 0.120
H -7.903 1.625 0.137
C 4.980 -0.720 5.415
C -4.244 -5.302 -1.053
H 4.683 0.007 0.567
H -9.985 0.650 -1.328
H 5.441 0.117 2.164
H -9.610 -0.134 0.210
H 6.116 2.787 2.769
C -7.899 0.873 -0.651
H -2.642 3.141 -2.376
C 4.106 2.773 1.981
H 10.694 5.176 4.368
H -0.319 2.572 -2.950
O 1.227 4.201 0.349
C -0.921 -3.219 0.261
O 8.360 4.070 3.213
H -5.983 -6.263 -1.864
C 3.032 -1.336 4.276
H -6.191 -4.536 -1.575
H 9.935 6.767 4.254
H 4.273 1.103 4.502
C -2.058 2.535 -1.673
H 2.198 -3.792 1.306
H -2.867 -1.269 -2.858
H -1.828 -5.804 -2.157
H 9.345 6.380 1.906
C 0.939 -4.510 -0.331
C 4.993 0.698 1.352
H 10.071 3.438 2.243
C -3.391 0.819 -3.060
C 0.679 4.867 -2.751
C 4.050 0.486 5.377
H -8.771 -1.020 -2.584
B 0.105 4.644 -0.221
O 1.511 3.482 -4.418
H 0.034 2.242 -1.235
C 9.950 5.605 2.381
H -6.185 -4.935 -3.952
H -4.395 1.045 -2.687
H -1.020 -2.258 -0.262
H -2.731 0.576 -1.019
C -5.491 -5.289 -1.947
H 5.697 2.071 -0.168
H 4.130 1.107 6.267
H -1.146 4.776 -1.873
C -4.742 -1.228 -3.942
H -2.841 -6.954 -3.078
H 5.080 -1.115 6.431
H 5.891 3.916 1.443
H -5.908 -0.056 -0.740
H -9.373 -2.029 -1.256
H 2.325 -0.555 6.167
H -3.177 1.515 -3.877
C -2.371 1.045 -1.937
C -5.058 -2.497 -3.143
C -0.585 2.820 -1.924
H 10.960 5.668 1.980
H -1.445 0.526 -2.211
H 5.977 -0.505 5.030
H -1.911 -3.531 0.597
C -6.918 -0.261 -0.375
C -2.397 -6.734 -2.105
H 8.814 4.139 1.207
H 0.096 -2.153 1.879
C 2.687 -0.181 5.207
H -4.714 -5.886 -3.883
H -4.765 -1.466 -5.010
H 1.631 3.375 0.056
H 0.978 -5.508 0.118
H -2.727 -0.646 -4.483
H -1.699 -7.545 -1.883
O 3.831 1.377 1.851
H -0.104 -3.888 2.145
H -3.395 -3.877 -3.325
H -2.981 -6.711 -0.034
H 7.722 5.807 4.133
H -4.296 -3.661 -4.804
H -2.324 2.820 -0.652
H 2.978 -1.021 3.227
O -0.712 5.487 0.446
H 3.745 3.123 2.949
H -6.139 -2.627 -3.065
Br 3.188 3.340 -2.335
H -5.527 -0.482 -3.783
C -8.766 -1.157 -1.497
C 9.322 4.233 2.169
C 0.098 -3.126 1.390
H -7.657 1.366 -1.595
H -4.556 -5.043 -0.036
C -5.223 -5.027 -3.434
H 3.554 3.302 1.198
N -0.262 4.293 -1.710
C 1.400 -3.443 0.654
H 1.927 0.478 4.788
C 1.665 3.877 -3.341
C -3.363 -0.628 -3.592
H -4.165 -7.457 -1.086
C 5.938 1.789 0.863
H -3.557 -4.509 -1.366
O -0.418 -4.194 -0.648
H 6.982 1.487 0.894
H -6.858 -0.483 0.696
H 1.187 5.744 -2.350
C 5.609 2.934 1.818
H 2.388 -2.206 4.415
H 0.063 5.161 -3.601
*
```

Entry from the OMol25 dataset: a cluster of 2 separate species, C29H21Br2N2O2 in total at a distorted geometry (wB97M-V/def2-TZVPD).

## Properties
Strongest force on any atom ... 2.51 eV Å⁻¹
E ... -6525.6917 Ha
Orbital gap ... 4.20 eV
LUMO ... 1.0 eV
HOMO energy ... -3.157 eV

ORCA input file:
```
! RIJCOSX wB97M-V def2-TZVPD def2/J DEFGRID3
* xyz -1 1
H 5.281 0.715 -1.467
H 0.823 -1.210 7.909
C -0.611 -5.957 4.385
H -4.285 1.934 8.281
H 3.100 1.538 2.307
C 3.642 3.613 -0.945
C -0.321 -2.580 5.934
C -4.123 1.464 9.263
H 3.820 4.178 -1.860
H 5.502 -2.926 -3.751
H 3.446 1.740 -1.991
O -2.742 1.070 9.430
C 1.114 -1.511 2.665
H 0.815 -4.399 4.311
H -4.030 -0.189 7.396
O -2.447 -7.495 4.462
H 1.279 0.575 2.223
C 1.625 -0.431 1.937
C 5.493 -1.037 -2.703
H -4.796 0.603 9.383
H -2.656 -3.694 6.839
C 4.018 -2.889 -2.171
H 3.392 3.990 2.439
C 3.602 4.252 0.298
C -2.972 -0.431 7.519
H 6.305 -0.600 -3.284
C 3.805 -0.786 -0.970
H -4.283 2.187 10.063
C -0.842 -3.828 5.598
C -2.658 -5.485 5.748
Br -4.348 -6.013 6.389
H 3.721 5.334 0.356
C -0.238 -0.989 7.816
C 4.902 -0.280 -1.696
N 2.391 -0.681 0.919
C -0.975 -1.643 6.791
C 5.042 -2.337 -2.957
H -0.310 0.309 9.536
C -2.354 -1.326 6.669
C -0.125 -4.737 4.738
C 3.407 3.503 1.464
C 3.282 1.465 0.152
H 0.691 -2.349 5.616
C -1.957 -6.425 4.829
H 2.603 -2.531 -0.567
H 3.692 -3.916 -2.332
C -2.221 0.173 8.555
C 3.237 2.120 1.395
H -2.931 -1.768 5.861
C 3.125 0.002 0.073
C -2.100 -4.300 6.127
C 3.452 2.237 -1.020
N 0.678 -2.397 3.289
C -0.847 -0.144 8.706
Br 0.374 -7.153 3.318
C 3.403 -2.118 -1.183
*
```

Entry from the OMol25 dataset: the molecule CH3IOS2 at a distorted geometry (wB97M-V/def2-TZVPD).

## Properties
Strongest force on any atom ... 2.93 eV Å⁻¹
E ... -1209.0662 Ha
Orbital gap ... 6.97 eV
LUMO ... -1.8 eV
HOMO energy ... -8.807 eV

ORCA input file:
```
! RIJCOSX wB97M-V def2-TZVPD def2/J DEFGRID3
* xyz 0 1
H -2.153 0.158 0.084
H -1.024 -1.367 0.519
O 2.088 0.175 -1.297
H -0.459 -0.529 -0.772
S 0.174 0.633 1.076
I 2.156 -0.914 0.167
S 0.308 2.216 0.089
C -1.090 -0.371 0.134
*
```

Entry from the OMol25 dataset: a structure of composition C44H26IrN8PS2 at a distorted geometry (wB97M-V/def2-TZVPD).

## Properties
Strongest force on any atom ... 2.87 eV Å⁻¹
E ... -3372.4132 Ha
Orbital gap (spin up / spin down) ... 4.80 / 4.91 eV
LUMO (spin up / spin down) ... -4.8 / -5.4 eV
HOMO energy (spin up / spin down) ... -9.615 / -10.292 eV
⟨S²⟩ ... 0.836

ORCA input file:
```
! RIJCOSX wB97M-V def2-TZVPD def2/J DEFGRID3
* xyz 1 2
H 4.074 -7.058 1.533
C -5.246 -1.674 4.823
C -1.835 -0.184 -3.739
C 3.319 1.217 -0.909
H -2.343 -2.056 -6.514
C -2.969 0.631 -3.801
H -0.220 2.744 -1.046
H -3.415 -4.421 3.943
H 3.632 3.252 -1.506
N 1.689 2.345 0.582
C -3.320 -1.039 3.604
C 3.234 -6.376 1.610
H -1.558 6.118 4.387
C -3.867 0.477 -4.843
H -4.740 0.382 4.360
C 0.828 3.306 -4.722
C 0.094 2.895 -2.070
H -0.736 -1.794 -4.636
C 2.758 -0.892 -0.210
H -6.162 -1.421 5.344
H -4.321 -0.579 -6.659
H -5.485 -3.777 5.175
H 4.164 -4.826 0.411
H 0.207 1.279 -5.057
N 2.832 -2.207 -0.013
N -1.361 -1.119 2.405
H 1.648 5.123 1.701
H 1.103 3.467 -5.759
H 0.137 -6.189 3.033
Ir 0.221 -0.581 1.323
C 0.187 -3.513 1.876
C 3.689 -0.113 -1.044
C -1.135 1.775 2.564
C 0.744 4.848 2.234
C 0.605 4.127 -2.468
C 0.978 4.330 -3.787
P -0.559 0.204 -2.536
S -1.388 0.057 -0.690
H 0.479 6.758 3.180
C 3.297 -5.133 0.986
C 0.686 2.367 1.434
N -2.140 1.070 3.046
C -3.631 -0.480 -5.828
C -0.034 1.867 -2.992
C -1.695 -2.397 2.719
C 2.112 -6.756 2.341
H -2.491 3.805 4.170
H 5.056 -1.522 -1.916
C 5.010 1.852 -2.435
H 1.381 5.289 -4.096
C 3.954 2.221 -1.603
C -0.925 3.216 2.829
C 4.748 -0.486 -1.834
C -1.069 5.391 3.750
C -1.614 -1.162 -4.702
N -0.135 1.334 1.758
C 5.412 0.521 -2.532
C -2.254 -0.253 2.963
C -2.960 -2.374 3.472
H 6.252 0.266 -3.166
C -1.597 4.105 3.635
C 0.219 3.580 2.136
C 1.986 -2.902 0.706
C 1.016 -5.906 2.467
C 2.212 -4.297 1.131
H -3.139 1.389 -3.042
C 0.325 2.074 -4.329
N 1.887 -0.038 0.375
C 2.206 1.242 0.051
C 1.094 -4.678 1.855
H 5.525 2.607 -3.017
C -2.518 -1.305 -5.751
C 0.085 5.754 3.063
H 0.713 4.925 -1.739
C -4.870 -3.013 4.716
C -3.715 -3.383 4.031
N -0.974 -3.494 2.490
H -4.745 1.110 -4.899
N 0.771 -2.489 1.186
S 0.967 -1.045 -2.603
H 2.098 -7.725 2.824
C -4.466 -0.662 4.271
*
```

Entry from the OMol25 dataset: a structure of composition C4H9NO at a distorted geometry (wB97M-V/def2-TZVPD).

## Properties
Strongest force on any atom ... 3.59 eV Å⁻¹
E ... -287.7194 Ha
Orbital gap ... 10.26 eV
LUMO ... 1.1 eV
HOMO energy ... -9.190 eV

ORCA input file:
```
! RIJCOSX wB97M-V def2-TZVPD def2/J DEFGRID3
* xyz 0 1
H 1.160 -0.675 -1.680
C -0.290 -1.588 1.085
H 1.017 2.022 -1.905
H 0.431 -2.408 1.056
H -0.757 -1.595 2.077
H -1.002 0.207 -1.486
N 1.051 -0.023 -0.899
C -0.467 0.899 0.535
H -1.543 0.796 0.673
C -0.120 0.727 -1.094
C 0.364 -0.265 0.829
H 1.289 -0.085 1.370
O 0.056 1.913 -1.825
H -1.094 -1.780 0.365
H -0.095 1.855 0.899
*
```

Entry from the OMol25 dataset: a structure of composition C17H14CdCl2O2 at a distorted geometry (wB97M-V/def2-TZVPD).

## Properties
Strongest force on any atom ... 2.16 eV Å⁻¹
E ... -1894.8282 Ha
Orbital gap ... 4.00 eV
LUMO ... 3.7 eV
HOMO energy ... -0.332 eV

ORCA input file:
```
! RIJCOSX wB97M-V def2-TZVPD def2/J DEFGRID3
* xyz -2 1
H 2.233 2.208 -4.704
H -2.280 -1.863 -0.012
C -3.149 1.052 4.697
C -2.130 0.689 2.351
H 1.924 -2.048 -1.247
C -1.139 2.187 -4.699
H 1.828 -2.166 1.453
C 1.026 -2.004 -0.634
H 1.153 0.014 -5.879
C -1.196 -1.902 0.027
C -4.082 1.713 5.508
O -1.313 -0.161 2.777
C -0.315 -1.845 -1.127
H -3.898 2.473 1.701
H 0.200 3.794 -3.859
C -0.827 0.952 -5.355
H -2.430 0.354 5.127
C -3.976 2.263 2.759
C 0.095 2.828 -4.352
C -4.967 2.644 4.905
C -4.897 2.957 3.528
H -0.625 -1.823 -2.172
C -0.392 -2.227 1.178
O -2.182 1.170 1.131
C 1.169 1.991 -4.798
H -1.546 0.241 -5.761
Cl 1.688 1.685 -0.153
H -4.160 1.526 6.581
Cl -6.113 3.485 5.855
H -2.139 2.579 -4.518
Cd -0.375 0.445 0.092
H -0.751 -2.545 2.149
C 0.599 0.832 -5.418
H -5.550 3.685 3.052
C 0.972 -2.158 0.783
C -3.119 1.314 3.306
*
```

Entry from the OMol25 dataset: the molecule C5H8ClNO at a distorted geometry (wB97M-V/def2-TZVPD).

## Properties
Strongest force on any atom ... 1.05 eV Å⁻¹
E ... -785.4689 Ha
Orbital gap ... 10.41 eV
LUMO ... 0.8 eV
SMILES ... O[C@H]1[C@@H]2N[C@@H]2C[C@H]1Cl
HOMO energy ... -9.563 eV

ORCA input file:
```
! RIJCOSX wB97M-V def2-TZVPD def2/J DEFGRID3
* xyz 0 1
H 0.967 -1.768 0.643
N 1.827 0.224 0.267
O -1.379 -0.934 1.696
Cl -2.218 -0.804 -1.072
H -1.924 1.292 -0.038
H 2.731 -0.240 0.216
H -0.400 0.891 -2.226
H -0.994 -1.130 2.560
C -0.089 0.890 -1.199
C 0.727 -0.726 0.420
H 1.470 -0.680 -1.735
C -0.531 -0.083 0.983
H 0.272 1.911 -0.934
C 1.017 -0.125 -0.901
C -1.237 0.482 -0.264
H -0.239 0.800 1.584
*
```